# C4H22O7

7 unconnected molecules or ions with the total composition C4H22O7 (ωB97M-V/def2-TZVPD, the OMol25 dataset).

Atoms and positions in Å:
O1 6.612 7.161 9.795
O2 6.635 7.876 13.189
O3 7.317 10.518 8.019
O4 3.044 9.788 13.241
O5 11.088 13.046 10.353
O6 7.112 9.856 10.842
O7 6.683 11.342 13.377
C1 3.689 9.962 11.982
C2 8.725 12.916 10.175
C3 2.739 9.534 10.907
C4 10.010 12.126 10.330
H1 6.593 10.584 12.784
H2 6.468 6.254 10.080
H3 4.664 9.473 11.954
H4 8.098 9.992 7.821
H5 7.922 12.543 10.807
H6 11.899 12.565 10.167
H7 7.377 10.479 10.153
H8 5.692 7.889 12.998
H9 7.549 11.703 13.170
H10 2.525 8.457 10.979
H11 3.700 9.856 13.941
H12 6.585 9.892 8.007
H13 3.140 9.715 9.911
H14 8.378 12.928 9.142
H15 7.062 8.017 12.337
H16 10.000 11.502 11.234
H17 1.768 10.005 11.049
H18 8.967 13.950 10.428
H19 6.627 9.167 10.374
H20 3.863 11.037 11.825
H21 10.143 11.413 9.500
H22 7.218 7.089 9.052

Output
lowest unoccupied orbital energy: -0.348 eV
structure (SMILES): CCO.CCO.O.O.O.O.O
gap between HOMO and LUMO: 9.720 eV
calculated total energy: -18836.7799 eV
ΔE to the lowest compared entry with this formula, charge and spin: 32.89 kcal per mole

---

# C3H2N2O

C3H2N2O in the gas phase (ωB97M-V/def2-TZVPD, the OMol25 dataset).

Atoms and positions in Å:
O1 0.410 -0.044 -1.323
N1 -1.063 -1.974 0.556
N2 -0.538 2.122 1.257
C1 -0.268 1.128 0.621
C2 -0.286 -1.076 0.578
C3 0.551 0.071 0.007
H1 -0.391 -0.332 -1.877
H2 1.586 0.105 0.182

Output
lowest unoccupied orbital energy: 0.076 eV
structure (SMILES): N#CC(O)C#N
gap between HOMO and LUMO: 11.996 eV
calculated total energy: -8168.0430 eV
ΔE to the lowest compared entry with this formula, charge and spin: 38.51 kcal per mole

---

# C8H17FN4

A gas-phase ion, C8H17FN4 (charge +2) (ωB97M-V/def2-TZVPD, the OMol25 dataset).

Atoms and positions in Å:
F1 -1.593 -1.438 -0.358
N1 -3.092 0.320 0.131
N2 0.599 0.130 -0.291
N3 -0.814 1.955 0.261
N4 3.338 -0.509 -0.024
C1 -1.794 -0.209 0.158
C2 2.373 -1.426 0.686
C3 -2.832 -0.278 1.351
C4 1.672 1.007 -0.802
C5 2.864 0.866 0.098
C6 -4.003 -0.099 -0.903
C7 1.063 -1.247 -0.179
C8 -0.579 0.613 0.109
H1 -2.918 0.463 2.145
H2 -1.795 2.342 0.230
H3 0.349 -1.940 0.224
H4 3.655 1.636 -0.188
H5 2.532 1.059 1.070
H6 1.524 -1.571 -1.113
H7 4.251 -0.616 0.378
H8 -0.196 2.639 -0.052
H9 1.357 1.976 -0.701
H10 2.524 -2.441 0.769
H11 -3.387 -0.756 -1.575
H12 -3.360 -1.215 1.677
H13 -4.803 -0.690 -0.594
H14 2.028 -1.145 1.737
H15 -4.474 0.684 -1.549
H16 3.511 -0.822 -0.957
H17 1.999 0.712 -1.742

Output
total charge: +2
lowest unoccupied orbital energy: -7.274 eV
structure (SMILES): CN1C[C@]1(F)C(=[NH2+])N1CC[NH2+]CC1
gap between HOMO and LUMO: 8.772 eV
calculated total energy: -17230.4328 eV
ΔE to the lowest compared entry with this formula, charge and spin: 4.99 kcal per mole

---

# C16H22CrN2O2S

A molecular structure, C16H22CrN2O2S (ωB97M-V/def2-TZVPD, the OMol25 dataset).

Atoms and positions in Å:
Cr1 0.373 -0.699 -0.195
S1 0.713 -1.803 -3.200
O1 0.281 -0.617 -3.926
O2 -0.631 -1.963 1.064
N1 0.713 -1.721 -1.712
N2 -1.625 -0.377 -0.636
C1 -3.369 0.469 -2.022
C2 -0.484 1.431 2.141
C3 -2.021 -1.715 1.330
C4 0.838 1.424 -0.102
C5 0.585 0.937 1.215
C6 2.448 -0.147 0.395
C7 -2.546 -0.924 0.168
C8 1.990 0.754 -0.605
C9 -3.903 -0.788 -0.062
C10 3.622 -1.066 0.290
C11 -2.033 0.288 -1.727
C12 0.123 2.549 -0.778
C13 1.583 -0.040 1.514
C14 1.727 -0.798 2.796
C15 -4.320 -0.069 -1.169
C16 2.624 0.996 -1.937
H1 2.457 -0.315 3.448
H2 -5.375 0.052 -1.375
H3 -2.550 -2.664 1.418
H4 3.329 1.827 -1.867
H5 0.596 3.498 -0.513
H6 3.177 0.124 -2.282
H7 -0.129 2.289 2.714
H8 2.081 -1.817 2.629
H9 -0.193 -2.361 1.825
H10 -4.616 -1.250 0.607
H11 -0.922 2.610 -0.475
H12 -0.783 0.670 2.862
H13 4.494 -0.616 0.769
H14 0.162 2.460 -1.863
H15 0.789 -0.834 3.354
H16 -1.373 1.748 1.595
H17 -1.252 0.652 -2.378
H18 3.433 -2.020 0.782
H19 -3.651 1.011 -2.913
H20 3.879 -1.271 -0.747
H21 1.885 1.244 -2.696
H22 -2.129 -1.156 2.262

Output
total charge: +1
lowest unoccupied orbital energy (alpha / beta): -3.336 / -3.645 eV
multiplicity: 2
gap between HOMO and LUMO (alpha / beta): 8.788 / 8.233 eV
calculated total energy: -63275.5242 eV
ΔE to the lowest compared entry with this formula, charge and spin: 0.00 kcal per mole

---

# C4H12O3

4 unconnected molecules or ions with the total composition C4H12O3 (ωB97M-V/def2-TZVPD, the OMol25 dataset).

Atoms and positions in Å:
O1 -0.353 0.054 -3.254
O2 -1.935 1.642 -1.610
O3 0.213 -2.078 -1.424
C1 -0.650 -1.126 1.671
C2 1.016 0.726 1.645
C3 0.345 -0.443 2.224
C4 2.296 1.000 1.848
H1 2.879 0.461 2.590
H2 -2.704 1.060 -1.596
H3 -1.131 -0.761 0.773
H4 -0.517 -2.197 -0.814
H5 0.876 -0.768 3.114
H6 -1.614 1.714 -0.698
H7 -0.077 -1.468 -2.122
H8 -0.904 -2.069 2.138
H9 -0.287 0.589 -4.055
H10 -0.804 0.610 -2.585
H11 2.823 1.770 1.301
H12 0.525 1.285 0.855

Output
lowest unoccupied orbital energy: 0.296 eV
structure (SMILES): C=CC=C.O.O.O
gap between HOMO and LUMO: 9.441 eV
calculated total energy: -10483.7451 eV
ΔE to the lowest compared entry with this formula, charge and spin: 32.14 kcal per mole

---

# C4H9NO

A molecular structure, C4H9NO (ωB97M-V/def2-TZVPD, the OMol25 dataset).

Atoms and positions in Å:
O1 -0.377 0.781 0.437
N1 1.613 0.418 -0.830
C1 -1.069 -0.161 -0.387
C2 2.637 -0.188 -0.176
C3 0.961 0.864 0.277
C4 -2.355 -0.538 0.318
H1 -0.426 -1.031 -0.566
H2 -2.965 0.351 0.506
H3 1.316 1.808 0.688
H4 -2.935 -1.228 -0.303
H5 1.989 0.299 1.112
H6 -2.147 -1.021 1.277
H7 2.461 -1.127 0.348
H8 3.651 -0.123 -0.595
H9 -1.267 0.301 -1.360

Output
lowest unoccupied orbital energy: 0.668 eV
gap between HOMO and LUMO: 9.797 eV
calculated total energy: -7827.2867 eV
ΔE to the lowest compared entry with this formula, charge and spin: 116.07 kcal per mole

---

# C6H18O6

3 unconnected molecules or ions with the total composition C6H18O6 (ωB97M-V/def2-TZVPD, the OMol25 dataset).

Atoms and positions in Å:
O1 -4.363 -2.278 4.097
O2 -5.151 -4.703 2.098
O3 1.705 2.273 2.053
O4 3.325 4.253 -5.556
O5 -0.255 0.940 3.194
O6 4.584 1.337 -5.836
C1 -0.013 0.730 1.872
C2 2.833 3.000 -5.055
C3 3.887 1.944 -4.752
C4 -4.358 -3.726 4.287
C5 -4.003 -4.472 2.977
C6 0.800 1.786 1.130
H1 2.277 2.963 1.708
H2 5.403 0.915 -5.565
H3 3.782 4.174 -6.397
H4 1.196 1.349 0.213
H5 2.289 2.531 -5.875
H6 -3.564 -3.874 5.019
H7 -3.258 -3.887 2.438
H8 0.374 1.661 3.274
H9 -4.837 -5.260 1.382
H10 -5.300 -4.030 4.744
H11 -3.659 -5.494 3.137
H12 2.250 3.111 -4.141
H13 -3.553 -1.865 3.787
H14 -0.978 0.682 1.368
H15 3.437 1.130 -4.183
H16 0.094 2.582 0.893
H17 0.509 -0.215 1.727
H18 4.545 2.441 -4.039

Output
lowest unoccupied orbital energy: 0.293 eV
structure (SMILES): OCCO.OCCO.OCCO
gap between HOMO and LUMO: 10.359 eV
calculated total energy: -18795.8310 eV
ΔE to the lowest compared entry with this formula, charge and spin: 76.18 kcal per mole

---

# C5H9NO

C5H9NO in the gas phase (ωB97M-V/def2-TZVPD, the OMol25 dataset).

Atoms and positions in Å:
O1 -0.006 0.698 -0.517
N1 -0.889 0.811 1.668
C1 1.834 -0.830 -0.985
C2 1.167 -1.318 0.275
C3 -1.011 0.793 0.408
C4 -2.351 0.848 -0.271
C5 1.197 0.141 -0.052
H1 1.828 0.805 0.535
H2 -2.314 0.309 -1.222
H3 0.197 -1.797 0.171
H4 -2.635 1.883 -0.474
H5 1.310 -0.986 -1.922
H6 -3.102 0.411 0.388
H7 1.766 -1.685 1.102
H8 2.919 -0.844 -1.059
H9 0.089 0.762 1.957

Output
lowest unoccupied orbital energy: 1.074 eV
structure (SMILES): [H]/N=C(/C)OC1CC1
gap between HOMO and LUMO: 11.226 eV
calculated total energy: -8867.3185 eV
ΔE to the lowest compared entry with this formula, charge and spin: 43.68 kcal per mole

---

# C7H5NNiO4

A molecular structure, C7H5NNiO4 (ωB97M-V/def2-TZVPD, the OMol25 dataset).

Atoms and positions in Å:
Ni1 0.019 -0.361 -1.790
O1 -0.010 -1.075 -4.628
O2 2.781 -1.257 -1.367
O3 -2.785 -1.223 -1.421
O4 0.026 3.411 -3.907
N1 0.161 0.193 -0.045
C1 0.496 0.378 2.528
C2 0.250 0.338 1.105
C3 -0.549 -0.351 3.394
C4 0.017 2.399 -3.379
C5 -1.759 -0.734 -1.654
C6 1.767 -0.816 -1.712
C7 -0.055 -0.685 -3.534
H1 -0.550 -1.435 3.214
H2 -1.553 0.060 3.225
H3 -0.269 -0.179 4.437
H4 1.479 -0.095 2.695
H5 0.535 1.433 2.837

Output
total charge: +2
lowest unoccupied orbital energy (alpha / beta): -10.288 / -12.365 eV
multiplicity: 3
gap between HOMO and LUMO (alpha / beta): 9.135 / 7.277 eV
calculated total energy: -58041.6746 eV
ΔE to the lowest compared entry with this formula, charge and spin: 12.97 kcal per mole

---

# C4H10N2O2

C4H10N2O2 in the gas phase (ωB97M-V/def2-TZVPD, the OMol25 dataset).

Atoms and positions in Å:
O1 2.209 -1.759 -0.275
O2 2.318 0.356 -0.082
N1 -2.617 1.363 -1.767
N2 -0.467 0.239 1.212
C1 -0.976 0.146 -0.147
C2 0.632 -0.702 1.454
C3 1.708 -0.867 0.386
C4 -2.317 0.798 -0.431
H1 -3.202 0.378 -0.181
H2 0.298 -1.687 1.838
H3 -0.502 1.153 1.637
H4 -2.005 1.138 -2.413
H5 2.791 0.306 -0.966
H6 1.204 -0.312 2.263
H7 -1.161 -0.976 -0.306
H8 -0.257 0.533 -0.906
H9 -2.514 1.711 0.227
H10 -3.554 1.525 -2.024

Output
lowest unoccupied orbital energy: 0.816 eV
structure (SMILES): NCCNCC(=O)O
gap between HOMO and LUMO: 9.446 eV
calculated total energy: -11383.1191 eV
ΔE to the lowest compared entry with this formula, charge and spin: 87.25 kcal per mole

---

# C22H52F3Li2N3O4

A molecular structure, C22H52F3Li2N3O4 (ωB97M-V/def2-TZVPD, the OMol25 dataset).

Atoms and positions in Å:
F1 0.045 -4.638 -6.254
F2 -1.349 -4.238 -4.537
F3 0.752 -4.426 -4.226
O1 -1.039 -1.956 2.499
O2 0.001 -0.212 0.419
O3 -0.903 -1.679 -4.917
O4 1.151 -2.090 -5.872
N1 -2.584 1.000 3.207
N2 2.558 3.709 -0.391
N3 0.853 -3.624 -0.015
C1 4.114 1.766 -0.999
C2 -1.001 0.220 5.022
C3 -0.260 0.221 -3.564
C4 -0.067 3.716 -0.495
C5 0.137 -2.509 -5.305
C6 -3.685 0.438 2.400
C7 1.300 -4.755 0.769
C8 2.724 2.229 -0.523
C9 -0.806 -0.238 -4.885
C10 -2.452 0.275 4.514
C11 1.279 4.087 0.269
C12 -0.150 -3.993 -5.103
C13 -2.569 2.464 3.362
C14 2.938 -2.372 0.161
C15 -0.242 -4.098 -0.850
C16 0.596 -4.864 2.096
C17 -3.803 3.139 3.966
C18 1.931 -3.041 -0.810
C19 2.893 4.454 -1.586
C20 -1.192 -2.972 -1.398
C21 -3.643 1.021 0.997
C22 2.786 5.993 -1.475
Li1 0.315 -1.927 1.112
Li2 -1.195 -0.056 1.938
H1 -0.871 -4.782 -0.279
H2 -1.677 -2.321 -0.670
H3 -1.996 -3.308 -2.052
H4 -0.461 -5.079 1.940
H5 0.026 4.054 -1.527
H6 -4.032 2.805 4.978
H7 -0.736 -0.160 -2.661
H8 -0.212 1.308 -3.502
H9 1.319 5.146 0.526
H10 -0.550 -2.364 -2.036
H11 1.188 3.633 1.256
H12 2.347 -4.715 1.069
H13 4.125 0.677 -1.020
H14 -4.657 3.007 3.301
H15 -1.463 -2.683 2.994
H16 1.305 -5.727 0.275
H17 0.760 -0.144 -3.440
H18 3.547 -1.640 -0.369
H19 2.550 1.777 0.453
H20 0.152 -4.629 -1.717
H21 -0.973 -0.367 5.941
H22 3.622 -3.085 0.621
H23 2.402 -3.757 -1.484
H24 -3.641 4.214 4.040
H25 -2.458 2.883 2.362
H26 -3.066 0.704 5.305
H27 4.851 2.212 -0.331
H28 2.361 4.078 -2.459
H29 2.418 -1.745 0.884
H30 -3.938 2.068 0.934
H31 3.170 6.339 -0.516
H32 -0.226 2.638 -0.531
H33 -2.843 -0.739 4.435
H34 -1.847 0.076 -4.967
H35 2.023 1.723 -1.188
H36 1.070 -5.638 2.700
H37 1.455 -2.217 -1.342
H38 -4.655 0.599 2.870
H39 -4.307 0.542 0.277
H40 -0.208 0.129 -5.719
H41 0.639 -3.941 2.674
H42 3.394 6.514 -2.215
H43 -1.766 2.736 4.048
H44 1.770 6.383 -1.549
H45 -3.495 -0.634 2.435
H46 -0.972 4.114 -0.036
H47 4.395 2.062 -2.010
H48 -0.350 -0.286 4.309
H49 -0.557 1.211 5.111
H50 0.339 0.090 -0.447
H51 3.963 4.302 -1.730
H52 -2.668 0.895 0.527

Output
total charge: -1
lowest unoccupied orbital energy (alpha / beta): 1.827 / 1.793 eV
multiplicity: 2
gap between HOMO and LUMO (alpha / beta): 1.479 / 6.585 eV
calculated total energy: -44882.0877 eV

---

# C15H14BrCuN2S4Sb

A molecular structure, C15H14BrCuN2S4Sb (ωB97M-V/def2-TZVPD, the OMol25 dataset).

Atoms and positions in Å:
Sb1 1.184 3.059 2.806
Br1 -3.059 2.171 1.585
Cu1 -0.040 1.040 0.771
S1 0.194 4.754 4.004
S2 3.438 2.846 3.262
S3 0.765 3.140 0.424
S4 0.072 0.946 2.986
N1 2.109 0.392 0.442
N2 2.381 0.512 -0.858
C1 -5.667 -0.375 -0.356
C2 -1.411 -0.102 -0.030
C3 3.958 -0.746 -0.045
C4 -0.711 -1.008 -0.817
C5 -2.671 -1.897 -1.872
C6 -3.719 0.727 0.519
C7 3.958 -0.231 -2.617
C8 -3.465 -1.065 -1.064
C9 -2.836 -0.129 -0.183
C10 -4.868 -1.171 -1.126
C11 3.498 -0.159 -1.204
C12 3.135 -0.670 2.413
C13 -1.309 -1.866 -1.745
C14 -5.086 0.601 0.457
C15 3.055 -0.365 0.968
H1 3.906 -1.412 2.607
H2 3.376 0.254 2.947
H3 -5.295 -1.912 -1.790
H4 4.950 -0.673 -2.663
H5 1.831 1.158 -1.406
H6 -3.156 -2.560 -2.580
H7 4.826 -1.363 0.076
H8 -6.743 -0.480 -0.377
H9 2.175 -1.014 2.789
H10 -0.690 -2.511 -2.362
H11 -5.713 1.263 1.037
H12 0.366 -1.066 -0.724
H13 3.272 -0.846 -3.205
H14 3.990 0.759 -3.071

Output
total charge: -2
lowest unoccupied orbital energy (alpha / beta): 4.439 / 4.439 eV
multiplicity: 2
gap between HOMO and LUMO (alpha / beta): 5.651 / 5.645 eV
calculated total energy: -183325.6734 eV
ΔE to the lowest compared entry with this formula, charge and spin: 4.63 kcal per mole

---

# C29H35FHfN2O

A molecular structure, C29H35FHfN2O (ωB97M-V/def2-TZVPD, the OMol25 dataset).

Atoms and positions in Å:
Hf1 0.077 0.188 0.822
F1 -0.304 1.305 -1.165
O1 -1.455 -2.092 -2.301
N1 -0.983 1.759 1.311
N2 -1.022 -1.160 -0.158
C1 2.183 -2.523 4.184
C2 -0.843 2.202 2.673
C3 -1.542 2.204 4.960
C4 1.754 -1.485 1.413
C5 -0.547 3.118 5.268
C6 -1.364 2.243 -0.988
C7 -2.607 3.500 0.567
C8 3.038 -0.522 -0.434
C9 -2.942 3.756 -1.817
C10 -3.236 4.117 -0.507
C11 3.794 0.180 0.538
C12 1.629 2.753 0.804
C13 2.524 -0.805 2.362
C14 -1.259 -1.636 -1.263
C15 1.218 3.644 1.981
C16 2.033 -1.361 0.023
C17 1.177 -0.227 4.402
C18 -1.669 2.505 0.333
C19 3.374 -0.409 -1.891
C20 -2.508 -0.451 2.501
C21 -1.972 2.793 -2.076
C22 -4.148 1.346 3.075
C23 3.549 0.042 1.882
C24 -2.816 0.692 3.466
C25 -1.708 1.714 3.670
C26 2.347 -1.039 3.846
C27 0.208 3.092 2.976
C28 0.774 5.008 1.428
C29 0.330 3.541 4.285
H1 -2.957 0.242 4.451
H2 -4.403 2.154 3.761
H3 2.667 2.941 0.532
H4 1.618 1.675 1.059
H5 -3.083 -1.344 2.749
H6 -4.953 0.610 3.108
H7 2.734 -1.039 -2.505
H8 3.262 -0.677 4.320
H9 1.078 -2.276 1.739
H10 4.174 0.566 2.597
H11 1.528 -2.010 -0.681
H12 -1.450 -0.776 2.590
H13 -2.847 3.769 1.589
H14 -2.742 -0.195 1.474
H15 -1.688 2.515 -3.083
H16 2.930 -3.140 3.683
H17 1.302 0.848 4.257
H18 2.301 -2.666 5.258
H19 -4.105 1.750 2.061
H20 -3.975 4.884 -0.317
H21 -0.441 3.483 6.282
H22 1.128 4.232 4.535
H23 4.410 -0.713 -2.054
H24 -0.164 4.916 0.877
H25 0.238 -0.542 3.932
H26 4.606 0.818 0.208
H27 1.189 -2.893 3.919
H28 0.625 5.718 2.241
H29 1.019 2.944 -0.076
H30 3.288 0.623 -2.237
H31 1.058 -0.412 5.470
H32 -3.450 4.231 -2.644
H33 -2.205 1.851 5.742
H34 1.529 5.419 0.755
H35 2.121 3.816 2.567

Output
total charge: +2
lowest unoccupied orbital energy: -7.361 eV
gap between HOMO and LUMO: 7.151 eV
calculated total energy: -39679.9088 eV
ΔE to the lowest compared entry with this formula, charge and spin: 19.72 kcal per mole